No. 1
Formula: C5H14NS
Source: the OMol25 dataset
Level of theory: ωB97M-V/def2-TZVPD

The LUMO energy is -3.948 eV. As for the relative energy (zero: lowest compared OMol25 entry of this formula, charge and spin): 355.8 kJ/mol. The value obtained for the orbital gap is 8.86 eV. The total energy is -17727.5924 eV.

```
! wB97M-V def2-TZVPD RIJCOSX def2/J DEFGRID3
* xyz 1 1
C 0.436 0.671 -1.104
C -0.543 -1.596 -0.421
C -2.288 1.210 -0.122
C 2.906 -0.728 0.879
C -0.128 -0.179 -0.027
N -1.134 0.688 0.714
S 1.393 -0.309 1.746
H 1.035 1.407 -0.765
H -0.539 0.999 -1.723
H 1.149 0.146 -1.677
H -0.386 -2.250 0.434
H -0.012 -1.771 -1.236
H -1.512 -1.538 -0.764
H -2.123 2.106 -0.660
H -2.887 0.547 -0.625
H -3.043 1.741 0.479
H 3.611 -0.753 1.593
H 3.035 0.104 0.185
H 2.950 -1.849 0.523
H -1.451 0.043 1.513
H -0.468 1.308 1.060
*
```

Results of the Mulliken charge analysis, in e, for atoms 1 through 8:
1 C -1.544
2 C -1.470
3 C -1.051
4 C -0.780
5 C 0.231
6 N -0.084
7 S 0.032
8 H 0.487

=====

No. 2
Formula: C49H43IrN5O4S4
Source: the OMol25 dataset
Level of theory: ωB97M-V/def2-TZVPD

The LUMO energy is -2.931 eV. The value obtained for the orbital gap is 7.14 eV. The total energy is -113326.4126 eV.

```
! wB97M-V def2-TZVPD RIJCOSX def2/J DEFGRID3
* xyz 1 1
Ir -0.050 -0.155 -1.144
O -0.542 1.664 -1.465
C 0.121 2.706 -2.164
C -1.019 3.605 -2.615
C -1.001 4.624 -3.516
C -2.253 5.293 -3.610
C -3.184 4.760 -2.775
S -2.561 3.448 -1.872
C 0.917 2.236 -3.359
C 2.254 1.987 -3.440
C 2.645 1.437 -4.691
C 1.588 1.267 -5.531
S 0.124 1.802 -4.829
C 1.028 3.429 -1.184
C 1.919 4.435 -1.390
C 2.511 4.895 -0.180
C 2.048 4.230 0.912
S 0.877 3.055 0.490
H -0.126 4.899 -4.089
H -2.445 6.124 -4.272
H -4.211 5.065 -2.652
H 2.943 2.244 -2.645
H 3.664 1.196 -4.956
H 1.599 0.894 -6.542
H 2.144 4.837 -2.368
H 3.245 5.686 -0.130
H 2.317 4.381 1.944
C 1.148 -0.854 7.959
C 0.122 -0.644 6.877
C -1.072 0.003 7.174
C -2.030 0.228 6.198
C -1.810 -0.230 4.912
C -0.623 -0.886 4.605
N -0.445 -1.320 3.260
C -0.250 -2.609 2.876
C -0.413 -3.664 3.797
C -0.271 -4.974 3.406
C 0.020 -5.316 2.081
C 0.156 -4.308 1.161
C 0.038 -2.959 1.536
C 0.148 -1.970 0.485
O 0.096 -2.229 -0.752
O 0.275 -0.702 0.720
C 0.370 -1.077 5.567
C 1.691 -1.701 5.212
H 0.732 -0.610 8.935
H 2.024 -0.220 7.803
H 1.498 -1.886 7.986
H -1.249 0.341 8.188
H -2.948 0.745 6.442
H -2.550 -0.096 4.133
H -0.422 -0.609 2.545
H -0.661 -3.424 4.822
H -0.403 -5.756 4.143
H 0.127 -6.351 1.790
H 0.361 -4.527 0.122
H 1.901 -1.603 4.148
H 1.716 -2.767 5.453
H 2.502 -1.226 5.762
S 6.305 -1.535 -1.935
C 4.597 -1.056 -1.763
C 4.165 -0.369 -0.640
C 2.835 -0.011 -0.534
N 1.948 -0.289 -1.493
C 2.358 -0.965 -2.581
C 3.665 -1.366 -2.747
C 6.756 -0.300 -3.151
C 6.740 -0.603 -4.503
C 7.087 0.397 -5.402
N 7.434 1.627 -5.036
C 7.458 1.897 -3.734
C 7.132 0.972 -2.752
H 4.855 -0.105 0.148
H 2.458 0.545 0.315
H 1.612 -1.164 -3.337
H 3.953 -1.909 -3.636
H 6.478 -1.592 -4.851
H 7.087 0.196 -6.467
H 7.754 2.902 -3.458
H 7.175 1.239 -1.705
C -6.304 -1.630 -1.664
N -5.149 -0.744 -1.656
N -4.133 -0.959 -0.743
C -2.992 -0.380 -1.216
O -1.978 -0.262 -0.460
C -3.274 0.095 -2.518
C -4.599 -0.168 -2.751
C -5.413 0.079 -3.972
C -4.395 -1.236 0.633
C -3.649 -2.220 1.261
C -3.861 -2.471 2.607
C -4.826 -1.758 3.306
C -5.575 -0.783 2.661
C -5.356 -0.509 1.319
H -6.494 -1.966 -0.649
H -6.133 -2.497 -2.305
H -7.170 -1.075 -2.014
H -2.597 0.635 -3.159
H -4.799 0.554 -4.732
H -6.258 0.731 -3.750
H -5.803 -0.855 -4.379
H -2.913 -2.783 0.697
H -3.276 -3.232 3.106
H -4.994 -1.963 4.355
H -6.326 -0.225 3.204
H -5.913 0.269 0.813
*
```

Results of the Mulliken charge analysis, in e, for atoms 1 through 8:
1 Ir 1.915
2 O -0.561
3 C 2.605
4 C -1.040
5 C -0.526
6 C -0.796
7 C -0.569
8 S 0.052

=====

No. 3
Formula: C4H16N2O2
Source: the OMol25 dataset
Level of theory: ωB97M-V/def2-TZVPD

The LUMO energy (spin up / spin down) is -3.473 / -8.241 eV. As for the relative energy (zero: lowest compared OMol25 entry of this formula, charge and spin): 270.4 kJ/mol. The value obtained for the orbital gap (spin up / spin down) is 9.72 / 4.93 eV. The total energy is -11472.2576 eV.

```
! wB97M-V def2-TZVPD RIJCOSX def2/J DEFGRID3
* xyz 1 2
C 0.077 -2.159 0.119
N -0.919 -1.123 -0.063
C -0.967 0.094 0.719
C -0.147 1.162 -0.054
N -0.560 2.417 0.565
C 0.489 3.484 0.307
H 0.694 -1.812 0.952
H 0.743 -1.994 -0.761
H -0.272 -3.149 0.385
H -1.835 -1.584 -0.143
H -1.947 0.570 0.873
H -0.788 -0.053 1.791
H 0.923 0.999 -0.139
H -0.429 1.199 -1.130
H -1.405 2.779 0.143
H 0.108 4.471 -0.014
H 1.082 3.607 1.192
H 1.135 3.233 -0.505
H -0.350 -4.395 -4.588
H -0.806 -5.664 -4.332
O 0.035 -5.283 -4.640
H 1.023 1.699 2.729
H 1.919 1.376 3.911
O 1.650 2.093 3.339
*
```

Results of the Mulliken charge analysis, in e, for atoms 1 through 8:
1 C -0.769
2 N 0.043
3 C -0.633
4 C -0.630
5 N -0.389
6 C -0.892
7 H 0.340
8 H 0.351

=====

No. 4
Formula: C23H19F3IN3O3STc
Source: the OMol25 dataset
Level of theory: ωB97M-V/def2-TZVPD

The LUMO energy (spin up / spin down) is -7.262 / -8.160 eV. The value obtained for the orbital gap (spin up / spin down) is 6.90 / 6.30 eV. The total energy is -64042.2388 eV.

```
! wB97M-V def2-TZVPD RIJCOSX def2/J DEFGRID3
* xyz 2 4
Tc -0.582 0.817 1.792
C 3.834 -4.439 -0.989
C 3.273 -3.503 0.017
C 2.034 -2.894 -0.203
C 1.525 -1.987 0.703
C 2.244 -1.695 1.852
C 3.469 -2.288 2.106
C 3.973 -3.193 1.189
S 1.618 -0.384 2.857
O 0.185 -0.626 3.178
O 2.446 0.031 3.928
N 1.412 0.813 1.719
C 1.544 2.165 1.913
C 2.636 2.977 2.176
C 2.409 4.346 2.166
C 1.133 4.856 1.917
C 0.076 3.981 1.733
N 0.297 2.670 1.759
H 3.350 -4.313 -1.954
H 3.680 -5.472 -0.672
H 4.908 -4.303 -1.098
H 1.474 -3.115 -1.096
H 0.582 -1.491 0.512
H 4.009 -2.037 3.006
H 4.931 -3.654 1.375
H 3.610 2.555 2.361
H 3.233 5.022 2.335
H 0.961 5.921 1.884
H -0.940 4.308 1.556
F -1.471 0.496 -7.479
C -2.252 -0.169 -6.632
F -3.512 -0.063 -7.059
F -1.916 -1.467 -6.702
C -2.114 0.311 -5.208
C -1.215 1.318 -4.867
C -1.059 1.664 -3.543
C -1.801 0.990 -2.553
C -2.735 -0.004 -2.918
C -2.888 -0.335 -4.242
C -1.554 1.196 -1.200
C -1.271 1.213 -0.001
H -0.637 1.813 -5.634
H -0.355 2.423 -3.244
H -3.298 -0.504 -2.145
H -3.593 -1.097 -4.541
N -4.361 0.675 3.902
C -3.303 0.228 3.247
O -2.506 1.019 2.708
C -3.104 -1.264 3.213
I -2.574 -1.895 1.228
H -4.504 1.674 3.984
H -5.057 0.064 4.302
H -3.988 -1.819 3.515
H -2.257 -1.534 3.847
*
```

Results of the Mulliken charge analysis, in e, for atoms 1 through 8:
1 Tc 0.827
2 C -1.423
3 C 0.801
4 C -1.022
5 C -0.264
6 C 0.497
7 C -0.477
8 C -0.685

=====

No. 5
Formula: C11H11N3O5Sm
Source: the OMol25 dataset
Level of theory: ωB97M-V/def2-TZVPD

The LUMO energy (spin up / spin down) is -13.446 / -12.447 eV. The value obtained for the orbital gap (spin up / spin down) is 5.20 / 6.21 eV. The total energy is -44167.4054 eV.

```
! wB97M-V def2-TZVPD RIJCOSX def2/J DEFGRID3
* xyz 3 6
Sm 1.009 -1.240 0.177
C 0.595 -2.390 2.467
O 0.468 -2.931 3.488
C 3.316 -2.000 1.572
O 4.243 -2.247 2.225
C 1.305 0.275 2.211
O 1.597 0.738 3.240
C 2.411 -2.431 -1.963
O 2.572 -3.261 -2.754
C 2.973 2.493 -1.417
H 2.541 2.201 -2.373
H 2.396 3.091 -0.712
C 4.068 1.852 -1.002
H 4.397 1.988 0.044
H 4.502 1.073 -1.660
C -3.341 -1.956 -1.197
N -2.838 -0.659 -0.699
C -3.612 0.439 -0.422
C -2.981 1.535 0.134
C -1.590 1.481 0.380
N -0.831 0.421 -0.014
C -1.515 -0.608 -0.565
O -0.801 -1.655 -0.922
N -0.989 2.369 1.186
H -2.444 -2.585 -1.257
H -3.743 -1.830 -2.213
H -4.057 -2.405 -0.491
H -4.662 0.275 -0.627
H -3.561 2.390 0.401
H -1.434 3.248 1.368
H 0.007 2.328 1.393
*
```

Results of the Mulliken charge analysis, in e, for atoms 1 through 8:
1 Sm 1.665
2 C 0.141
3 O 0.015
4 C 0.124
5 O -0.009
6 C 0.204
7 O -0.041
8 C 0.207

=====

No. 6
Formula: C22H53BFN3O3P
Source: the OMol25 dataset
Level of theory: ωB97M-V/def2-TZVPD

The LUMO energy is -2.590 eV. The value obtained for the orbital gap is 7.16 eV. The total energy is -46963.2413 eV.

```
! wB97M-V def2-TZVPD RIJCOSX def2/J DEFGRID3
* xyz 1 1
C 3.599 2.816 0.558
C 2.861 1.522 0.307
O 2.220 1.473 -0.996
B 1.961 0.253 -1.464
O 2.206 -0.043 -2.737
N 1.342 -0.809 -0.549
C 2.328 -1.964 -0.428
F 2.384 -2.589 -1.600
C 1.790 -2.964 0.585
O 0.665 -3.536 -0.006
C -0.344 -2.544 -0.112
C 0.036 -1.378 -1.036
P -1.382 -0.122 -1.075
C -2.927 -0.809 -0.317
C -2.965 -0.873 1.228
C -0.970 1.389 -0.080
C -1.248 2.641 -0.944
H 3.371 3.573 -0.175
H 3.329 3.185 1.533
H 4.659 2.617 0.602
H 3.475 0.642 0.470
H 2.066 1.458 1.055
H 1.684 0.526 -3.331
H 1.188 -0.478 0.406
H 3.337 -1.621 -0.217
H 1.538 -2.435 1.508
H 2.547 -3.714 0.734
H -0.499 -2.122 0.884
H -1.229 -3.028 -0.480
H 0.154 -1.723 -2.044
H -3.737 -0.157 -0.641
H -3.166 -1.796 -0.686
H -3.937 -0.602 1.603
H -2.191 -0.297 1.715
H -2.811 -1.899 1.536
H 0.047 1.406 0.292
H -1.599 1.487 0.792
H -2.025 3.242 -0.495
H -1.619 2.355 -1.914
H -0.364 3.250 -1.072
C -6.266 1.239 -1.881
C -6.184 0.360 -3.122
N -7.362 -0.456 -3.318
C -7.180 -1.507 -4.305
C -6.916 -1.096 -5.757
C -8.625 0.262 -3.380
C -8.779 1.356 -4.444
H -6.499 0.644 -0.995
H -5.305 1.733 -1.714
H -7.020 2.019 -1.980
H -5.324 -0.307 -3.005
H -5.963 0.999 -3.992
H -8.051 -2.167 -4.275
H -6.342 -2.128 -3.970
H -7.813 -0.716 -6.243
H -6.590 -1.967 -6.330
H -6.131 -0.343 -5.838
H -8.803 0.717 -2.401
H -9.432 -0.465 -3.494
H -7.916 2.022 -4.482
H -9.652 1.969 -4.211
H -8.939 0.942 -5.438
C 7.808 -0.508 6.255
C 7.114 -0.941 4.973
N 5.982 -0.099 4.624
C 5.137 -0.665 3.598
C 5.734 -0.869 2.198
C 6.264 1.322 4.502
C 7.339 1.761 3.500
H 7.094 -0.430 7.076
H 8.561 -1.246 6.533
H 8.316 0.450 6.145
H 6.745 -1.960 5.120
H 7.861 -0.994 4.165
H 4.232 -0.051 3.513
H 4.787 -1.638 3.960
H 5.851 0.076 1.666
H 5.061 -1.494 1.600
H 6.699 -1.373 2.225
H 6.551 1.693 5.489
H 5.329 1.843 4.277
H 8.245 1.160 3.576
H 7.621 2.797 3.699
H 6.985 1.722 2.470
*
```

Results of the Mulliken charge analysis, in e, for atoms 1 through 8:
1 C -1.411
2 C 0.649
3 O -0.527
4 B 1.169
5 O -0.559
6 N -1.010
7 C 0.270
8 F -0.321